# 1
Molecular formula: C5H10N2O
Method: DFT, ωB97M-V/def2-TZVPD

```
18
Properties=species:S:1:pos:R:3:lowdin_charge:R:1
C 2.331 -0.328 0.351 -0.056
C 0.997 -0.834 -0.163 -0.495
C 0.334 -2.068 0.001 0.089
C -1.000 0.318 -0.143 -0.445
C -1.161 -0.143 1.350 -0.066
H 3.266 -0.986 0.456 0.082
H 2.501 0.793 -0.346 0.166
H 2.068 0.137 1.524 0.141
H 0.927 -2.903 0.051 0.022
H -0.947 -1.671 -0.253 0.158
H -1.747 0.763 2.095 0.153
H 0.054 -0.090 1.432 0.092
H -1.864 -1.146 1.178 0.122
H -0.522 2.051 -2.241 0.000
H -2.126 2.868 -1.819 0.148
N -1.947 1.045 -0.874 0.023
N -1.451 1.940 -1.993 -0.047
O 0.289 0.253 -0.606 -0.087
```

Its energy above the lowest of the compared OMol25 structures with the same formula, charge and spin is 9.1627 eV. The HOMO energy is -8.21 eV. The orbital gap comes out at 8.828 eV.

# 2
Molecular formula: C7H12N5O
Method: DFT, ωB97M-V/def2-TZVPD

```
25
Properties=species:S:1:pos:R:3:lowdin_charge:R:1
C -0.566 0.583 1.833 -0.268
C 1.234 -0.554 1.793 -0.372
C 0.293 -0.699 -2.394 -0.467
C -2.651 1.705 0.702 0.119
C -2.829 2.114 2.148 -0.041
C -1.741 1.294 1.590 -0.120
C 2.346 -1.306 1.211 0.010
N 0.150 -0.209 1.028 0.145
N 1.188 0.054 2.957 0.150
N 0.165 -1.069 -3.666 0.202
N 1.206 0.313 -2.296 0.178
N -0.373 -1.143 -1.344 0.209
O 0.038 0.764 2.983 0.098
H -2.920 1.777 -0.287 0.082
H -0.057 -0.707 -0.409 0.051
H -2.670 3.229 2.274 0.128
H -3.510 1.663 2.697 0.043
H 2.841 -0.720 0.548 0.042
H 3.019 -1.440 1.984 0.068
H 1.829 -2.206 0.603 0.151
H 1.046 -0.950 -4.141 0.132
H -0.339 -1.913 -3.744 0.113
H 2.014 0.388 -2.896 0.126
H 1.142 1.037 -1.654 0.091
H -0.854 -2.004 -1.521 0.129
```

Its energy above the lowest of the compared OMol25 structures with the same formula, charge and spin is 2.8640 eV. The HOMO energy is -12.38 eV. The orbital gap comes out at 9.055 eV. The net charge is +1.

# 3
Molecular formula: C6H14INOSi
Method: DFT, ωB97M-V/def2-TZVPD

```
24
Properties=species:S:1:pos:R:3:lowdin_charge:R:1
C -1.793 0.247 1.348 -0.090
C -1.329 0.047 -0.060 -0.197
C -0.376 -1.168 -0.225 -0.417
N -0.706 -2.408 -0.276 0.034
C -2.077 -2.784 -0.328 -0.158
O 0.874 -0.697 -0.250 -0.176
Si 1.897 0.725 -0.239 0.169
C 2.093 1.360 -2.035 -0.213
C 1.650 1.651 1.317 -0.215
I 4.180 -0.169 0.181 0.503
H -2.504 -0.476 1.676 0.063
H -0.863 0.274 1.860 0.045
H -2.231 1.251 1.390 0.090
H -0.823 0.927 -0.438 0.087
H -2.256 -0.108 -0.686 0.125
H -2.650 -2.092 0.416 0.084
H -2.530 -2.846 -1.302 0.066
H -2.207 -3.831 0.116 0.090
H 1.317 1.646 -2.726 0.026
H 2.764 2.239 -1.877 0.040
H 2.636 0.708 -2.642 -0.007
H 0.941 1.056 1.893 0.030
H 2.603 1.714 1.705 -0.048
H 1.389 2.736 1.182 0.070
```

Its structure (SMILES) is CC/C(=N\C)O[Si](C)(C)I. Its energy above the lowest of the compared OMol25 structures with the same formula, charge and spin is 0.5255 eV. The HOMO energy is -9.07 eV. The orbital gap comes out at 9.647 eV.

# 4
Molecular formula: C61H48BrN2O29P
Method: DFT, ωB97M-V/def2-TZVPD

```
142
Properties=species:S:1:pos:R:3:lowdin_charge:R:1
O 2.449 2.556 3.480 -0.359
P 1.975 2.801 1.868 0.697
Br 2.129 5.029 1.560 0.414
N 0.240 2.274 1.691 -0.231
C -0.802 3.197 1.552 -0.054
C -2.167 2.737 1.425 0.048
C -2.470 1.268 1.439 -0.095
C -3.953 0.884 1.298 -0.104
C -4.691 1.519 0.171 0.064
C -6.109 1.255 -0.028 0.024
N -6.770 0.419 0.846 -0.065
C -8.241 0.231 0.588 -0.083
C -9.037 1.066 1.698 -0.145
C -9.711 2.374 1.116 -0.146
C -8.850 3.675 1.252 -0.189
C -9.484 4.963 0.873 -0.021
C -8.754 6.245 0.932 -0.054
C -7.359 6.301 1.375 -0.061
C -6.727 5.022 1.778 -0.072
C -7.456 3.732 1.726 -0.057
C -6.131 -0.217 1.899 0.038
C -4.701 -0.017 2.188 0.073
C -1.349 0.332 1.549 0.073
C 0.010 0.902 1.673 -0.053
H 1.870 3.096 4.065 0.090
H -0.642 4.308 1.567 0.069
H -3.000 3.473 1.326 0.113
H -4.134 2.207 -0.513 0.136
H -6.660 1.740 -0.872 0.117
H -8.515 0.590 -0.445 0.125
H -8.510 -0.862 0.619 0.144
H -9.871 0.384 2.039 0.125
H -8.371 1.327 2.570 0.110
H -10.709 2.541 1.619 0.131
H -9.896 2.194 0.014 0.114
H -10.554 4.995 0.533 0.118
H -9.240 7.204 0.628 0.109
H -6.740 7.232 1.416 0.085
H -5.666 5.039 2.134 0.083
H -6.922 2.809 2.050 0.074
H -6.796 -0.858 2.531 0.161
H -4.201 -0.507 3.054 0.134
H -1.524 -0.767 1.556 0.139
H 0.917 0.255 1.766 0.131
C 3.114 0.914 -2.972 0.097
C 2.297 0.985 -1.920 -0.219
C 1.796 -0.245 -1.234 -0.275
O 1.058 -0.134 -0.252 0.012
C 2.201 -1.537 -1.760 0.086
C 3.019 -1.615 -2.820 -0.205
C 3.544 -0.387 -3.492 -0.292
O 4.296 -0.497 -4.435 0.158
O 3.401 -2.793 -3.319 0.119
O 1.883 2.176 -1.426 0.062
H 3.484 1.797 -3.476 0.146
H 1.816 -2.418 -1.264 0.140
H 3.988 -2.584 -4.073 0.134
H 1.306 1.954 -0.675 0.049
C -3.754 7.619 1.015 0.073
C -4.031 8.780 0.409 -0.213
C -3.084 9.393 -0.574 -0.299
O -3.380 10.436 -1.115 0.150
C -1.822 8.696 -0.835 0.097
C -1.550 7.540 -0.225 -0.222
C -2.510 6.918 0.734 -0.288
O -2.225 5.845 1.257 0.045
O -0.394 6.876 -0.444 0.083
O -5.170 9.443 0.655 0.122
H -4.430 7.164 1.726 0.114
H -1.136 9.155 -1.533 0.146
H -0.445 6.080 0.112 0.059
H -5.134 10.246 0.097 0.132
C 3.859 -7.205 -4.565 0.094
C 3.538 -6.460 -3.506 -0.205
C 2.330 -6.752 -2.679 -0.311
O 2.086 -6.054 -1.709 0.099
C 1.480 -7.872 -3.078 0.076
C 1.797 -8.620 -4.141 -0.226
C 3.021 -8.343 -4.952 -0.305
O 3.283 -9.056 -5.899 0.133
O 1.028 -9.653 -4.527 0.115
O 4.294 -5.402 -3.128 0.041
H 4.733 -7.004 -5.169 0.143
H 0.599 -8.063 -2.481 0.136
H 1.470 -10.029 -5.313 0.124
H 3.852 -5.033 -2.338 0.111
C 8.204 -2.695 -1.362 0.072
C 9.492 -2.994 -1.165 -0.225
C 10.059 -4.312 -1.583 -0.301
O 11.239 -4.537 -1.402 0.130
C 9.154 -5.284 -2.195 0.062
C 7.867 -4.988 -2.390 -0.217
C 7.306 -3.659 -1.995 -0.299
O 6.127 -3.416 -2.204 0.087
O 7.021 -5.885 -2.952 0.084
O 10.335 -2.124 -0.582 0.109
H 7.782 -1.745 -1.066 0.131
H 9.572 -6.239 -2.477 0.130
H 6.143 -5.450 -2.993 0.073
H 11.201 -2.576 -0.558 0.123
C 8.090 -10.955 -0.727 0.079
C 8.079 -9.629 -0.889 -0.223
C 9.184 -8.770 -0.365 -0.297
O 9.142 -7.566 -0.551 0.094
C 10.275 -9.418 0.359 0.080
C 10.285 -10.745 0.524 -0.227
C 9.194 -11.608 -0.023 -0.312
O 9.251 -12.812 0.133 0.122
O 11.278 -11.363 1.188 0.113
O 7.070 -9.005 -1.533 0.097
H 7.298 -11.588 -1.103 0.138
H 11.059 -8.783 0.748 0.138
H 11.054 -12.314 1.168 0.123
H 7.296 -8.054 -1.520 0.096
C 4.556 2.900 6.879 0.089
C 3.523 2.136 6.521 -0.204
C 2.626 1.506 7.534 -0.316
O 1.681 0.832 7.154 0.095
C 2.923 1.725 8.946 0.078
C 3.961 2.488 9.311 -0.224
C 4.843 3.141 8.296 -0.306
O 5.763 3.841 8.666 0.136
O 4.254 2.701 10.604 0.122
O 3.235 1.894 5.216 0.004
H 5.211 3.363 6.154 0.140
H 2.275 1.249 9.669 0.140
H 5.041 3.281 10.604 0.127
H 2.448 1.317 5.232 0.111
C -8.662 2.837 -4.339 0.078
C -8.557 3.598 -5.437 -0.216
C -7.785 4.879 -5.428 -0.301
O -7.697 5.530 -6.447 0.148
C -7.164 5.296 -4.169 0.090
C -7.274 4.537 -3.076 -0.220
C -8.023 3.244 -3.096 -0.292
O -8.082 2.568 -2.073 0.033
O -6.711 4.908 -1.901 0.084
O -9.138 3.244 -6.590 0.136
H -9.215 1.908 -4.332 0.139
H -6.623 6.232 -4.168 0.142
H -6.932 4.201 -1.266 0.085
H -8.915 3.953 -7.227 0.132
```

The HOMO energy is -11.58 eV. The orbital gap comes out at 4.564 eV. The net charge is +2.

# 5
Molecular formula: C45H53BBrF2N2O2P2SSb2Ti
Method: DFT, ωB97M-V/def2-TZVPD

```
112
Properties=species:S:1:pos:R:3:mulliken_spin:R:1
Ti 0.090 -0.132 0.146 0.444
C -2.734 6.162 -3.827 0.000
S -1.019 5.824 -4.272 0.000
C -0.170 6.325 -2.748 0.000
C 0.459 5.159 -1.989 0.001
C -0.594 4.149 -1.588 0.000
N -0.105 2.926 -0.893 -0.003
P -1.129 2.173 0.235 -0.007
C -2.805 2.294 -0.413 -0.005
C -3.650 3.364 -0.120 0.000
C -4.917 3.427 -0.682 0.000
C -5.347 2.421 -1.538 0.000
C -4.515 1.348 -1.833 0.000
C -3.252 1.281 -1.263 0.002
C -1.052 3.173 1.717 -0.002
C -1.975 2.971 2.745 0.004
C -1.898 3.725 3.904 0.000
C -0.897 4.681 4.042 0.001
C 0.032 4.871 3.031 -0.001
C -0.037 4.112 1.870 0.000
P 0.941 1.764 -1.555 0.025
C 2.662 2.155 -1.201 -0.013
C 3.147 3.440 -0.980 -0.001
C 4.500 3.649 -0.756 0.000
C 5.383 2.578 -0.760 0.000
C 4.908 1.290 -0.969 0.001
C 3.553 1.082 -1.179 0.010
C 0.751 1.925 -3.338 -0.003
C 1.817 2.276 -4.166 0.000
C 1.632 2.356 -5.541 0.000
C 0.390 2.079 -6.093 0.000
C -0.674 1.712 -5.275 0.000
C -0.493 1.627 -3.904 0.004
H -3.341 5.917 -4.697 0.000
H -2.876 7.215 -3.594 0.000
H -3.067 5.547 -2.989 0.000
H -0.885 6.852 -2.113 0.000
H 0.602 7.042 -3.024 0.000
H 0.950 5.547 -1.091 0.000
H 1.228 4.702 -2.618 0.000
H -1.165 3.848 -2.469 0.000
H -1.294 4.639 -0.907 0.000
H -3.323 4.148 0.553 0.000
H -5.567 4.259 -0.450 0.000
H -6.339 2.470 -1.970 0.000
H -4.855 0.563 -2.495 0.000
H -2.616 0.430 -1.485 0.008
H -2.763 2.235 2.641 0.001
H -2.617 3.573 4.697 0.000
H -0.843 5.277 4.944 0.000
H 0.815 5.609 3.147 0.000
H 0.703 4.241 1.090 0.001
H 2.473 4.283 -0.967 -0.001
H 4.864 4.652 -0.578 0.000
H 6.438 2.747 -0.590 0.000
H 5.591 0.450 -0.954 0.000
H 3.189 0.067 -1.311 0.010
H 2.787 2.499 -3.739 0.000
H 2.457 2.645 -6.178 0.000
H 0.247 2.154 -7.163 0.000
H -1.644 1.503 -5.707 0.000
H -1.328 1.341 -3.273 0.003
C -4.069 -0.588 1.792 0.003
Sb -2.147 -1.410 1.481 -0.027
C -2.712 -3.409 1.164 0.004
C -1.490 -1.461 3.532 0.010
C -1.824 -2.791 4.138 -0.003
C -3.040 -2.923 4.809 -0.002
C -3.468 -4.140 5.313 0.003
C -2.675 -5.263 5.136 -0.001
C -1.467 -5.139 4.471 -0.002
C -1.012 -3.917 3.973 -0.005
C 0.384 -3.960 3.369 0.076
Sb 1.299 -2.703 1.878 0.155
C 2.672 -4.191 1.241 0.018
C 2.592 -1.593 3.109 0.013
H -4.576 -1.221 2.520 0.000
H -4.629 -0.578 0.859 0.000
H -3.997 0.429 2.169 0.000
H -3.168 -3.769 2.084 0.001
H -1.854 -4.022 0.899 -0.004
H -3.435 -3.434 0.350 0.001
H -2.024 -0.646 4.021 -0.002
H -0.432 -1.216 3.581 -0.005
H -3.660 -2.044 4.941 0.000
H -4.409 -4.210 5.841 0.000
H -2.986 -6.226 5.518 0.000
H -0.848 -6.020 4.340 0.000
H 0.537 -4.950 2.936 0.001
H 1.135 -3.843 4.159 0.010
H 3.006 -4.720 2.135 0.006
H 3.536 -3.727 0.766 0.001
H 2.205 -4.903 0.562 -0.002
H 3.307 -2.286 3.552 0.008
H 2.013 -1.101 3.888 0.000
H 3.110 -0.837 2.524 -0.001
O 1.500 0.561 0.997 0.003
O 0.494 0.065 1.900 0.057
F -0.139 -3.165 -0.977 0.029
B 0.377 -1.932 -1.208 0.090
F -0.657 -1.012 -1.607 -0.015
Br 4.853 -4.297 -2.662 -0.001
C 3.521 -3.038 -2.990 0.000
C 3.579 -2.185 -4.084 0.016
C 2.552 -1.280 -4.296 -0.012
C 1.504 -1.230 -3.398 0.032
N 1.482 -2.042 -2.335 0.042
C 2.450 -2.947 -2.126 0.003
H 4.418 -2.239 -4.765 0.000
H 2.549 -0.613 -5.145 0.000
H 0.667 -0.561 -3.521 0.010
H 2.342 -3.583 -1.261 0.012
```

The expectation value of S² is 0.7593. The spin multiplicity is 2. The HOMO energy (alpha / beta) is -12.34 / -12.34 eV. The orbital gap (alpha / beta) comes out at 6.805 / 5.468 eV. The net charge is +2.

# 6
Molecular formula: C17H16BeN4O3
Method: DFT, ωB97M-V/def2-TZVPD

```
41
Properties=species:S:1:pos:R:3:lowdin_charge:R:1
Be 0.046 -0.568 -0.459 0.503
O 0.214 1.846 0.908 0.060
C 1.222 2.580 0.850 -0.311
O 1.479 0.219 -1.091 0.106
C 2.294 1.177 -0.945 -0.360
O 3.434 1.178 -1.637 0.099
N 2.221 2.329 -0.168 0.084
C 4.141 2.531 -1.496 -0.019
C 3.427 3.169 -0.355 -0.103
H 3.937 3.142 -2.411 0.152
H 5.258 2.425 -1.362 0.164
H 3.148 4.222 -0.557 0.156
H 4.042 3.031 0.547 0.146
C 1.554 3.639 1.857 -0.064
C 0.956 3.632 3.070 0.114
H 2.253 4.475 1.704 0.114
H 0.426 2.716 3.330 0.077
H 1.023 4.455 3.799 0.101
C -3.654 -3.117 -3.840 -0.005
C -4.187 -2.986 -2.537 -0.014
C -3.466 -2.281 -1.565 0.000
C -2.261 -1.647 -1.879 -0.225
C -1.676 -1.804 -3.178 0.033
C -2.403 -2.538 -4.156 -0.029
N -1.528 -1.226 -0.780 0.072
N -2.251 -1.434 0.334 0.129
C -1.405 -1.469 1.400 -0.278
C -1.828 -1.796 2.697 0.065
C -0.889 -1.766 3.726 0.028
C 0.453 -1.445 3.395 0.003
C 0.814 -1.216 2.079 -0.038
N -0.119 -1.194 1.094 0.048
H -4.215 -3.744 -4.561 0.137
H -5.119 -3.448 -2.182 0.129
H -3.691 -2.400 -0.484 0.127
H -0.623 -1.517 -3.380 0.125
H -2.004 -2.749 -5.162 0.128
H -2.894 -2.000 2.801 0.141
H -1.187 -1.894 4.774 0.141
H 1.237 -1.427 4.146 0.128
H 1.821 -1.100 1.676 0.137
```

The HOMO energy (alpha / beta) is -15.04 / -14.98 eV. The orbital gap (alpha / beta) comes out at 6.475 / 6.231 eV. The net charge is +2.